Below is a 18-piece molecular cluster, C64H160N4O32 overall in a non-equilibrium geometry, with properties calculated with ωB97M-V with the def2-TZVPD basis set.

ORCA input file:
```
! RIJCOSX wB97M-V def2-TZVPD def2/J DEFGRID3
* xyz 0 1
C 1.941 -1.093 -6.731
C 2.129 -0.303 -5.405
O 3.179 0.643 -5.583
O 0.862 -0.471 -7.470
H 1.621 -2.129 -6.624
H 2.843 -1.156 -7.339
H 2.489 -0.954 -4.609
H 1.298 0.342 -5.120
H 3.868 0.196 -6.078
H 1.035 0.473 -7.485
C -0.175 5.766 0.936
C -1.005 5.113 2.062
O -0.276 5.348 3.312
O 0.882 4.885 0.460
H 0.023 6.782 1.279
H -0.746 5.961 0.028
H -0.986 4.038 1.885
H -2.064 5.368 2.108
H 0.609 5.009 3.161
H 1.707 4.974 0.941
C -0.908 2.996 -2.287
C -0.623 2.778 -3.778
O 0.177 3.936 -4.185
O 0.288 2.684 -1.494
H -1.689 2.301 -1.980
H -1.081 4.048 -2.057
H -1.578 2.754 -4.304
H -0.112 1.816 -3.774
H 0.994 3.919 -3.680
H 0.509 3.505 -1.047
C -2.409 -1.369 -3.458
C -1.883 -0.637 -4.724
O -1.033 -1.507 -5.453
O -2.934 -0.552 -2.470
H -1.630 -1.896 -2.906
H -3.141 -2.146 -3.677
H -1.191 0.143 -4.406
H -2.623 -0.295 -5.448
H -0.731 -1.269 -6.333
H -3.123 -1.087 -1.695
C -4.021 -3.039 -0.029
C -4.190 -2.475 1.365
O -2.961 -2.617 2.032
O -2.789 -2.646 -0.720
H -4.905 -2.991 -0.665
H -4.100 -4.118 0.103
H -4.964 -3.025 1.901
H -4.677 -1.501 1.314
H -2.321 -2.133 1.504
H -2.152 -3.291 -1.034
C 6.803 3.491 0.303
C 7.179 5.011 0.141
O 7.532 5.202 -1.240
O 5.685 3.240 -0.343
H 6.693 3.190 1.344
H 7.608 2.893 -0.124
H 8.000 5.249 0.818
H 6.368 5.738 0.090
H 7.943 6.068 -1.291
H 5.213 2.454 -0.057
C 0.987 -0.938 -0.864
C -0.062 -0.430 0.098
O -0.239 -1.377 1.127
O 2.222 -1.321 -0.252
H 1.068 -0.194 -1.656
H 0.611 -1.798 -1.419
H -1.031 -0.172 -0.331
H 0.330 0.429 0.641
H 0.666 -1.666 1.265
H 2.838 -0.585 -0.228
C 4.669 -4.697 -0.886
C 5.839 -4.056 -0.152
O 5.544 -3.114 0.873
O 3.785 -3.691 -1.408
H 4.107 -5.260 -0.142
H 4.889 -5.361 -1.722
H 6.505 -3.547 -0.849
H 6.455 -4.859 0.253
H 5.231 -3.708 1.559
H 3.787 -2.871 -0.911
C 1.762 -5.356 -3.619
C 1.076 -4.036 -3.364
O -0.030 -3.948 -4.185
O 0.924 -6.361 -2.980
H 2.788 -5.414 -3.256
H 1.872 -5.698 -4.648
H 1.789 -3.339 -3.804
H 0.939 -3.747 -2.322
H -0.383 -3.062 -4.290
H 0.668 -7.016 -3.634
C 3.467 2.293 2.417
C 3.369 3.732 2.011
O 2.344 4.322 2.897
O 4.444 1.611 1.642
H 2.493 1.805 2.454
H 3.723 2.097 3.458
H 3.183 3.773 0.938
H 4.395 4.050 2.197
H 2.580 4.112 3.804
H 4.323 0.676 1.824
C 4.266 -1.779 3.593
C 3.442 -3.099 3.450
O 4.304 -4.144 3.097
O 4.204 -0.969 2.380
H 5.281 -1.928 3.963
H 3.809 -1.359 4.489
H 2.801 -3.289 2.590
H 3.034 -3.259 4.447
H 3.779 -4.948 3.082
H 4.944 -1.369 1.918
C 5.605 0.777 -2.606
C 6.156 -0.286 -3.584
O 5.259 -1.305 -3.787
O 5.485 0.426 -1.198
H 4.609 0.900 -3.034
H 6.221 1.675 -2.649
H 7.179 -0.466 -3.253
H 6.468 0.213 -4.501
H 5.260 -1.826 -2.980
H 5.813 1.159 -0.672
C -0.024 -5.400 2.832
C 0.037 -5.684 1.220
O -0.607 -6.931 1.083
O 1.181 -5.784 3.462
H -0.924 -5.700 3.370
H 0.073 -4.322 2.958
H 1.030 -5.682 0.771
H -0.532 -4.926 0.683
H -0.994 -6.841 0.209
H 1.230 -6.641 3.031
C -3.251 -5.410 -3.528
C -2.486 -5.773 -2.232
O -1.479 -4.747 -1.840
O -2.537 -5.574 -4.769
H -3.421 -4.349 -3.344
H -4.168 -5.982 -3.384
H -1.979 -6.737 -2.246
H -3.154 -6.128 -1.447
H -0.780 -4.809 -2.495
H -1.595 -5.629 -4.596
C 10.486 -0.937 5.888
C 9.761 0.378 5.504
C 10.948 1.171 4.952
C 11.316 0.897 3.554
C 10.083 1.102 2.708
C 8.936 0.206 3.074
N 8.679 0.160 4.491
O 7.706 -0.596 4.914
C 7.687 0.849 2.342
C 9.196 -1.093 2.385
C 9.352 1.013 6.795
H 11.471 -0.763 6.322
H 10.730 -1.562 5.029
H 9.929 -1.720 6.402
H 10.788 2.248 4.996
H 11.894 1.092 5.487
H 11.555 -0.164 3.492
H 12.202 1.399 3.163
H 10.289 1.222 1.644
H 9.831 2.150 2.865
H 7.873 0.829 1.268
H 6.798 0.230 2.462
H 7.523 1.864 2.704
H 8.393 -1.794 2.614
H 9.219 -1.075 1.296
H 10.111 -1.444 2.862
H 10.201 1.307 7.413
H 8.649 0.497 7.449
H 8.871 1.990 6.835
H 6.930 -0.089 4.663
C -8.112 -0.477 0.375
C -8.172 -1.098 -1.071
C -9.516 -0.789 -1.700
C -9.669 -1.046 -3.111
C -8.565 -0.277 -3.894
C -7.094 -0.512 -3.443
N -7.071 -0.496 -1.923
O -5.789 -0.688 -1.320
C -6.535 -1.940 -3.866
C -6.180 0.627 -3.964
C -8.012 -2.657 -0.880
H -7.773 0.558 0.411
H -7.504 -1.012 1.105
H -9.078 -0.422 0.875
H -10.242 -1.292 -1.062
H -9.722 0.276 -1.593
H -10.698 -0.781 -3.354
H -9.571 -2.118 -3.277
H -8.797 0.787 -3.832
H -8.572 -0.505 -4.960
H -6.475 -1.895 -4.953
H -5.498 -2.030 -3.541
H -7.290 -2.601 -3.442
H -6.559 1.539 -3.504
H -5.116 0.393 -4.007
H -6.395 0.798 -5.019
H -8.756 -3.148 -1.507
H -8.217 -2.815 0.179
H -7.007 -3.036 -1.068
H -5.579 0.248 -1.351
C 0.156 -2.020 4.562
C -0.319 -0.786 5.353
C 0.466 0.500 4.962
C -0.228 1.875 5.282
C -1.600 1.914 4.624
C -2.508 0.758 5.023
N -1.679 -0.578 4.927
O -2.499 -1.637 5.157
C -3.154 1.041 6.419
C -3.723 0.763 3.992
C -0.254 -0.980 6.908
H 1.004 -2.466 5.082
H 0.347 -1.684 3.543
H -0.559 -2.842 4.525
H 1.476 0.538 5.370
H 0.604 0.515 3.880
H 0.480 2.594 4.870
H -0.197 2.054 6.357
H -1.534 2.048 3.544
H -1.949 2.918 4.863
H -3.830 1.893 6.342
H -3.756 0.193 6.746
H -2.386 1.304 7.146
H -4.176 1.754 3.958
H -3.290 0.525 3.021
H -4.418 -0.026 4.280
H 0.104 -2.007 6.990
H -1.208 -0.961 7.434
H 0.356 -0.289 7.489
H -2.674 -1.849 4.237
C -5.790 5.967 -1.867
C -5.999 4.452 -2.309
C -6.626 3.663 -1.064
C -8.131 3.909 -0.902
C -8.903 3.722 -2.238
C -8.327 4.427 -3.477
N -6.881 4.321 -3.490
O -6.292 4.959 -4.619
C -8.870 3.702 -4.693
C -8.823 5.896 -3.493
C -4.607 3.857 -2.503
H -5.043 6.278 -1.136
H -6.708 6.424 -1.497
H -5.489 6.660 -2.652
H -6.258 2.642 -0.969
H -6.129 4.154 -0.228
H -8.094 4.981 -0.711
H -8.399 3.454 0.051
H -9.955 3.996 -2.158
H -8.811 2.654 -2.438
H -8.513 2.676 -4.785
H -9.952 3.661 -4.817
H -8.541 4.309 -5.537
H -8.760 6.354 -4.480
H -9.815 5.947 -3.045
H -8.286 6.628 -2.889
H -4.723 3.042 -3.217
H -4.161 3.454 -1.594
H -3.892 4.609 -2.835
H -6.044 4.215 -5.173
*
```

Properties
LUMO energy in eV: 0.28
Maximum force in Eh/bohr: 0.128